Entry 1:
# C4H7NO

A molecular structure, C4H7NO at a distorted geometry (the ωB97M-V functional and the def2-TZVPD basis, OMol25).

* total charge: 0
* frontier orbital gap: 0.335 Ha
* calculated total energy: -286.4689 hartree
* lowest unoccupied orbital energy: 0.456 eV
* ΔE to the lowest compared entry with this formula, charge and spin: 102.1 kcal per mole

Positions of all 13 atoms, in Å:
C 1.04073 1.23542 0.10059
C -0.12684 0.90343 -0.76331
C -0.17974 -0.52970 -1.18224
N -1.16157 -0.60120 -0.08531
C -0.76191 -1.07629 1.16610
O 0.25627 -1.69250 1.39483
H 0.83294 2.03467 0.81964
H 1.75630 1.65393 -0.63028
H 1.54353 0.39467 0.59982
H -1.64245 0.35221 -0.17941
H -0.64884 -0.75535 -2.14341
H 0.67827 -1.17235 -0.97252
H -1.51439 -0.84648 1.93935

Atoms 1-2, force components in eV/Å:
C -0.035 -0.072 0.139
C 0.632 0.117 -0.387

Population analysis type Mulliken, resulting atomic charges in e: C -0.929; C -0.374; C -0.270; N -0.219; C 0.065; O -0.479; H 0.272; H 0.334; H 0.322; H 0.432; H 0.222; H 0.283; H 0.341



Entry 2:
# C4H9N

A molecular structure, C4H9N at a distorted geometry (the ωB97M-V functional and the def2-TZVPD basis, OMol25).

* total charge: 0
* frontier orbital gap: 0.389 Ha
* calculated total energy: -212.4251 hartree
* lowest unoccupied orbital energy: 1.007 eV
* ΔE to the lowest compared entry with this formula, charge and spin: 79.1 kcal per mole

Positions of all 14 atoms, in Å:
C -0.98077 -1.26533 0.02841
C 0.02969 -0.09487 -0.13324
C -0.62394 1.35554 0.00043
C 1.39377 -0.24878 -0.55913
H -0.53212 -2.14017 0.94786
H -2.08517 -0.72817 0.43381
H -1.16382 -1.80626 -1.18651
H -1.03093 1.34376 1.05488
H 0.20575 2.14096 0.04004
H -1.32681 1.64891 -0.86452
H 1.79438 -1.09018 -1.15091
H 1.79140 0.72658 -0.89423
H 1.45678 0.47449 1.38006
N 1.07180 -0.31650 0.90306

Atoms 1-2, force components in eV/Å:
C -1.728 -1.374 -0.676
C -2.377 0.823 2.784

Population analysis type Mulliken, resulting atomic charges in e: C -0.973; C 1.166; C -1.308; C -0.676; H 0.267; H 0.249; H 0.210; H 0.372; H 0.328; H 0.275; H 0.277; H 0.263; H 0.253; N -0.701



Entry 3:
# C6H10N2

2 unconnected molecules or ions with the total composition C6H10N2 at a distorted geometry (the ωB97M-V functional and the def2-TZVPD basis, OMol25).

* total charge: 0
* frontier orbital gap: 0.325 Ha
* calculated total energy: -343.9548 hartree
* lowest unoccupied orbital energy: 0.833 eV
* ΔE to the lowest compared entry with this formula, charge and spin: 114.2 kcal per mole

Positions of all 18 atoms, in Å:
C -0.17860 -1.93516 0.07317
C 0.74376 -1.59224 -0.60800
C -1.18735 0.84072 1.85228
C -2.46361 0.81155 1.16698
C 1.19596 -0.10156 -2.48470
C 1.78891 -1.07890 -1.46841
N -0.29602 1.39978 2.37440
N 0.82079 1.76191 2.72199
H -0.94783 -2.24669 0.71509
H -3.15637 0.16372 1.70904
H -2.90203 1.80909 1.08070
H -2.32293 0.39705 0.16764
H 1.98263 0.36256 -3.07547
H 0.63709 0.67830 -1.96857
H 0.52213 -0.62946 -3.15480
H 2.52853 -0.56785 -0.84642
H 2.28108 -1.91255 -1.97865
H 0.95386 1.83973 3.72373

Atoms 1-2, force components in eV/Å:
C 0.295 0.033 -0.114
C -0.253 -0.084 0.177

Population analysis type Mulliken, resulting atomic charges in e: C -0.056; C -0.352; C 0.291; C -0.826; C -1.076; C -0.436; N 0.665; N -1.160; H 0.461; H 0.277; H 0.283; H 0.255; H 0.331; H 0.294; H 0.306; H 0.259; H 0.268; H 0.216



Entry 4:
# C20H24ClF6IInNO4PSb

A molecular structure, C20H24ClF6IInNO4PSb (the ωB97M-V functional and the def2-TZVPD basis, OMol25).

* expectation value of S²: 0.78
* total charge: +1
* frontier orbital gap (alpha / beta): 0.246 / 0.176 Ha
* calculated total energy: -3261.0244 hartree
* spin multiplicity: 2
* lowest unoccupied orbital energy (alpha / beta): -4.156 / -6.072 eV

Positions of all 60 atoms, in Å:
In 0.14627 -0.89782 -1.02128
C -1.88788 -2.89367 -1.03488
C -1.76148 -3.89138 -0.12708
C -0.46048 -4.51361 -0.28228
C 0.20562 -3.88905 -1.27925
C -0.61902 -2.77983 -1.79219
H -2.76325 -2.29104 -1.23232
H -2.51819 -4.21129 0.57374
H -0.09933 -5.34786 0.29985
H 1.18423 -4.14485 -1.65874
H -0.66107 -2.61493 -2.86534
Cl 7.00220 0.39768 0.36704
C 5.44577 -0.29012 0.30515
C 5.25608 -1.55957 0.82290
C 4.00578 -2.15831 0.81164
I 3.71365 -4.02834 1.57897
C 2.87785 -1.46044 0.25587
O 1.72231 -1.92837 0.26294
C 3.11003 -0.13327 -0.33563
N 2.02932 0.46328 -0.88079
C 2.17315 1.69134 -1.36122
C 3.39316 2.37120 -1.33382
C 4.50185 1.75878 -0.80898
C 4.36864 0.46235 -0.28493
H 6.10412 -2.08068 1.24488
H 1.29425 2.14215 -1.79606
H 3.44653 3.36933 -1.74297
H 5.46035 2.25793 -0.79256
C -2.79018 3.06275 -0.55960
C -3.12781 1.60396 -0.41259
O -2.50767 1.06096 0.80472
P -1.17936 0.22586 0.92496
O -0.03924 1.14086 1.52641
C -0.23307 1.92740 2.74385
C 0.08282 3.36867 2.43836
O -1.50282 -0.76287 2.10929
C -2.79234 -1.42831 2.28218
C -3.59333 -0.72846 3.34879
H -3.32368 3.46559 -1.42117
H -1.72506 3.20351 -0.73329
H -3.09000 3.62343 0.32541
H -2.80336 1.00605 -1.26001
H -4.19288 1.44316 -0.25987
H 0.43809 1.50110 3.48736
H -1.25794 1.79966 3.09350
H 1.10406 3.47024 2.07130
H -0.01360 3.97012 3.34246
H -0.60116 3.76611 1.68931
H -2.53879 -2.44851 2.56020
H -3.31188 -1.45805 1.32387
H -3.04935 -0.71752 4.29256
H -4.53194 -1.26167 3.50429
H -3.82638 0.29456 3.05912
F -2.01306 -0.46645 -2.89090
Sb -0.93994 0.77060 -3.86742
F -0.61137 1.43338 -2.05330
F 0.57804 -0.33017 -3.30917
F 0.24813 2.00831 -4.58785
F -1.13467 -0.26285 -5.39326
F -2.39071 1.91898 -4.07217

Atoms 1-2, force components in eV/Å:
In -0.203 -0.036 -0.004
C -0.018 0.045 -0.013

Population analysis type Mulliken, resulting atomic charges in e: In 1.753; C -1.025; C -0.568; C -0.543; C -0.976; C 0.025; H 0.681; H 0.639; H 0.475; H 0.516; H 0.730; Cl -0.176; C 0.726; C -0.539; C -0.640; I 0.205; C 0.827; O -0.295; C 0.328; N 0.088; C -0.361; C -1.345; C -0.693; C -0.115; H 0.448; H 0.704; H 0.478; H 0.480; C -1.083; C 0.173; O -0.293; P 0.272; O -0.389; C -0.142; C -1.128; O -0.168; C -0.063; C -1.355; H 0.416; H 0.101; H 0.369; H -0.065; H 0.426; H 0.338; H 0.268; H 0.279; H 0.422; H 0.229; H 0.378; H 0.244; H 0.334; H 0.419; H 0.285; F -0.628; Sb 2.297; F -0.435; F -0.733; F -0.546; F -0.518; F -0.532



Entry 5:
# CH2NOP

CH2NOP in the gas phase at a distorted geometry (the ωB97M-V functional and the def2-TZVPD basis, OMol25).

* total charge: 0
* frontier orbital gap: 0.387 Ha
* structure (SMILES): O=C=NP
* calculated total energy: -510.6364 hartree
* lowest unoccupied orbital energy: 0.602 eV
* ΔE to the lowest compared entry with this formula, charge and spin: 5.7 kcal per mole

Positions of all 6 atoms, in Å:
O -0.23830 0.54152 2.70379
C -0.15965 0.43177 1.53807
N 0.06613 0.01924 0.43885
P -0.23973 0.21682 -1.25610
H 0.99039 -0.08407 -1.69936
H -0.41883 -1.12528 -1.72525

Atoms 1-2, force components in eV/Å:
O -0.294 0.840 -0.569
C 0.394 -1.361 1.285

Population analysis type Mulliken, resulting atomic charges in e: O -0.423; C 0.552; N -0.211; P -0.037; H 0.057; H 0.063



Entry 6:
# C14H18N

A gas-phase ion, C14H18N (charge +1) at a distorted geometry (the ωB97M-V functional and the def2-TZVPD basis, OMol25).

* total charge: +1
* frontier orbital gap: 0.263 Ha
* structure (SMILES): C=[N+](C)[C@@]1(C)CC=C(c2ccccc2)C1
* calculated total energy: -598.7063 hartree
* lowest unoccupied orbital energy: -4.343 eV
* ΔE to the lowest compared entry with this formula, charge and spin: 57.3 kcal per mole

Positions of all 33 atoms, in Å:
C -1.61887 1.72368 -1.20530
N -2.05500 0.71077 -0.55113
C -3.53112 0.40076 -0.77676
C -1.37213 -0.24208 0.33896
C -2.38792 -0.55992 1.40401
C -0.98654 -1.34956 -0.61265
C 0.48061 -1.20531 -0.84066
C 1.06211 -0.31180 -0.05728
C 2.51644 0.00903 -0.06956
C 3.23229 0.06657 -1.25007
C 4.58375 0.24872 -1.24361
C 5.25438 0.30139 -0.06149
C 4.51735 0.27786 1.12258
C 3.14726 0.16295 1.14084
C -0.01709 0.25135 0.88158
H -2.29961 2.28098 -1.81154
H -0.61572 1.96765 -1.15934
H -3.78770 0.95785 -1.63873
H -4.09736 0.63200 0.14893
H -3.55673 -0.62126 -1.06388
H -2.77324 0.35506 1.90384
H -2.09314 -1.20386 2.25246
H -3.15646 -1.05688 0.89335
H -1.62048 -1.61506 -1.39704
H -1.02527 -2.33342 -0.07831
H 0.99574 -1.80735 -1.66279
H 2.65992 0.18627 -2.13776
H 5.00671 0.57015 -2.16257
H 6.31290 0.48723 -0.04206
H 5.11757 0.27140 2.00276
H 2.59402 0.00482 2.04516
H 0.05471 -0.47131 1.78264
H -0.00723 1.26390 1.26495

Atoms 1-2, force components in eV/Å:
C -0.913 -1.704 1.017
N -2.128 1.821 -1.132

Population analysis type Mulliken, resulting atomic charges in e: C -0.101; N 0.158; C -0.930; C 1.395; C -1.799; C -1.185; C -0.500; C 0.236; C 0.575; C -0.428; C -0.573; C -0.470; C -0.640; C -0.417; C -1.436; H 0.235; H 0.335; H 0.388; H 0.299; H 0.414; H 0.340; H 0.398; H 0.619; H 0.555; H 0.355; H 0.418; H 0.408; H 0.354; H 0.391; H 0.394; H 0.395; H 0.350; H 0.469



Entry 7:
# C28H61N5O8

6 unconnected molecules or ions with the total composition C28H61N5O8 at a distorted geometry (the ωB97M-V functional and the def2-TZVPD basis, OMol25).

* total charge: +2
* frontier orbital gap: 0.220 Ha
* calculated total energy: -1978.3624 hartree
* lowest unoccupied orbital energy: -4.792 eV

Positions of all 102 atoms, in Å:
C 4.25728 2.46575 -6.03711
O 2.86238 2.12756 -6.04478
C 2.06890 3.20690 -5.67161
C 0.71915 2.61198 -5.23468
N 0.78055 1.68954 -3.98194
H 1.02499 2.16835 -3.12691
H -0.20965 1.53230 -3.85995
C 1.70567 0.36711 -4.01257
C 1.45785 -0.51349 -2.85435
O 2.36045 -1.54178 -3.05640
C 1.93164 -2.61497 -2.24417
H 4.45533 3.22781 -6.79086
H 4.87925 1.58105 -6.17337
H 4.65525 2.84603 -5.09630
H 2.11885 4.07345 -6.33093
H 2.29685 3.49732 -4.64604
H 0.21246 2.11223 -6.06028
H 0.11798 3.45471 -4.89334
H 2.75560 0.60360 -4.18528
H 1.24625 -0.04796 -4.90965
H 0.41878 -0.83069 -2.94278
H 1.39657 -0.03411 -1.87734
H 0.94301 -2.95422 -2.55339
H 1.96331 -2.42632 -1.17108
H 2.56806 -3.49583 -2.32881
C 6.98584 3.46311 2.03676
O 6.20827 3.66525 0.86629
C 6.31730 2.58755 -0.08544
C 5.85810 1.16145 0.34668
N 4.54547 1.30375 1.09344
H 4.88693 1.60911 1.99359
H 4.09813 2.11671 0.69460
C 3.67759 0.02783 1.32147
C 4.39484 -1.25705 1.89976
O 4.84671 -0.85673 3.19127
C 5.56226 -1.84027 3.93535
H 6.76970 4.19729 2.81289
H 8.02383 3.62184 1.74437
H 6.94372 2.42958 2.38048
H 7.35842 2.64860 -0.40237
H 5.67321 2.82352 -0.93253
H 6.56713 0.58288 0.93882
H 5.56997 0.53085 -0.49440
H 3.23312 -0.14380 0.34112
H 2.95469 0.46927 2.00751
H 5.16894 -1.51848 1.17830
H 3.73129 -2.12161 1.91849
H 4.81242 -2.55427 4.27600
H 6.16528 -1.47323 4.76586
H 6.29867 -2.36319 3.32513
C -5.46494 -0.00104 4.76675
O -5.14752 -1.25786 4.10301
C -6.29465 -1.50516 3.18684
C -6.20654 -0.59809 1.92201
N -4.73895 -0.34422 1.48333
H -4.62781 0.64331 1.30298
H -4.22854 -0.59419 2.31825
C -4.35363 -1.25145 0.28400
C -4.15653 -2.75546 0.76304
O -5.42543 -3.36618 0.70202
C -5.60116 -4.73698 0.40659
H -5.32382 0.76233 4.00160
H -4.68846 0.17648 5.51083
H -6.48365 0.12144 5.13462
H -7.26836 -1.33717 3.64703
H -6.36155 -2.57294 2.97832
H -6.51480 0.42478 2.13839
H -6.82900 -0.99329 1.11923
H -3.40543 -0.92951 -0.14655
H -5.19958 -1.00563 -0.35790
H -3.74760 -2.79432 1.77268
H -3.52734 -3.29700 0.05668
H -5.16974 -5.01109 -0.55614
H -6.67730 -4.82224 0.25574
H -5.19420 -5.32365 1.23017
C -0.45524 -2.17176 1.52962
C -0.48515 -0.65786 1.22603
O -1.41027 0.06502 1.75810
O 0.43182 -0.18540 0.59181
H -1.24866 -2.63732 0.94495
H -0.59707 -2.31193 2.60123
H 0.53426 -2.55444 1.27954
N -3.52970 -1.07101 -3.34328
C -2.40074 -1.43494 -2.65600
C -2.44242 -2.78506 -2.42649
C -3.66102 -3.22763 -2.89775
C -4.32502 -2.18652 -3.42782
H -3.80806 -0.17043 -3.70602
H -1.77765 -0.66224 -2.23047
H -1.75623 -3.40515 -1.86879
H -3.94983 -4.25522 -2.73329
H -5.25445 -2.09228 -3.96974
N -2.70360 2.83455 3.20867
C -2.22601 4.09840 3.12486
C -0.96098 4.14139 3.77537
C -0.64153 2.81002 4.17308
C -1.79692 2.07893 3.90201
H -3.53668 2.50669 2.74115
H -2.83513 4.86772 2.67374
H -0.40744 5.05822 3.91473
H 0.28952 2.44520 4.58107
H -2.04792 1.05590 4.14035

Atoms 1-2, force components in eV/Å:
C 0.354 -0.062 -0.169
O 1.136 0.028 -0.075

Atomic partial charges in e from the Mulliken method, atoms 1 to 99: C -0.808; O -0.304; C -0.429; C -0.779; N -0.247; H 0.420; H 0.342; C -0.666; C 0.510; O -0.459; C -0.494; H 0.352; H 0.281; H 0.318; H 0.513; H 0.249; H 0.405; H 0.453; H 0.302; H 0.284; H -0.188; H 0.248; H 0.272; H 0.109; H 0.367; C -0.652; O -0.342; C -0.621; C -0.779; N -0.076; H 0.470; H 0.419; C -0.573; C -0.551; O -0.305; C -0.797; H 0.237; H 0.310; H 0.281; H 0.444; H 0.311; H 0.364; H 0.465; H 0.134; H 0.417; H 0.380; H 0.522; H 0.303; H 0.277; H 0.326; C -0.614; O -0.401; C -0.470; C -0.776; N -0.067; H 0.371; H 0.371; C -0.876; C -0.588; O -0.318; C -0.697; H 0.197; H 0.281; H 0.335; H 0.468; H 0.289; H 0.587; H 0.328; H 0.156; H 0.507; H 0.593; H 0.431; H 0.193; H 0.267; H 0.324; C -0.504; C 0.408; O -0.619; O -0.646; H -0.095; H 0.318; H 0.223; N -0.023; C -0.713; C -0.160; C -0.488; C -0.934; H 0.211; H 0.652; H 0.532; H 0.538; H 0.427; N 0.178; C -0.498; C -0.512; C -0.695; C -0.291; H 0.137; H 0.410



Entry 8:
# C3H2N2OS

C3H2N2OS in the gas phase at a distorted geometry (the ωB97M-V functional and the def2-TZVPD basis, OMol25).

* total charge: 0
* frontier orbital gap: 0.297 Ha
* structure (SMILES): [H]/N=C1\N=COC1=S
* calculated total energy: -698.4151 hartree
* lowest unoccupied orbital energy: -1.359 eV
* ΔE to the lowest compared entry with this formula, charge and spin: 16.4 kcal per mole

Positions of all 9 atoms, in Å:
H -1.24075 -1.98676 -0.79902
N -0.60063 -1.41093 -1.30690
C -0.28788 -0.51127 -0.45044
N -0.59066 -0.56267 0.91197
C 0.08648 0.42319 1.38655
O 0.78316 1.23737 0.51390
C 0.53763 0.76331 -0.69895
S 1.13248 1.37504 -2.03791
H 0.18016 0.67271 2.48081

Atoms 1-2, force components in eV/Å:
H -0.414 -1.203 0.251
N 0.519 2.136 0.478

Population analysis type Mulliken, resulting atomic charges in e: H 0.317; N -0.566; C 0.478; N -0.500; C 0.124; O -0.307; C 0.369; S -0.270; H 0.355